{
  "formula": "C24H20AsBrN4O4S10SbW",
  "method": "ωB97M-V with the def2-TZVPD basis set",
  "e_homo_ev": -4.9589,
  "total_charge": -1,
  "gap_ev": 5.22,
  "lumo_ev": 0.257,
  "spin_multiplicity": 1,
  "elements": ["W", "Sb", "Br", "As", "S", "S", "S", "S", "S", "S", "S", "S", "S", "S", "O", "O", "O", "O", "N", "N", "N", "N", "C", "C", "C", "C", "C", "C", "C", "C", "C", "C", "C", "C", "C", "C", "C", "C", "C", "C", "C", "C", "C", "C", "C", "C", "H", "H", "H", "H", "H", "H", "H", "H", "H", "H", "H", "H", "H", "H", "H", "H", "H", "H", "H", "H"],
  "coordinates": [[-2.0440, -0.4355, 0.4627], [-2.8653, -5.9989, 0.7899], [5.2747, -2.0767, -0.2342], [-2.7421, 1.0443, 2.7537], [-4.5925, 1.6952, 3.2756], [-3.6129, -2.2549, 1.1172], [-1.1286, 1.6392, 3.9356], [-4.0480, -6.6570, -1.0492], [-4.4409, -0.4528, 0.5842], [-2.1015, -1.9719, 2.4312], [-0.7974, -6.8730, 0.7420], [-2.2089, 1.9657, 0.0708], [0.7749, 2.3716, -0.5038], [-1.1559, 2.4478, -2.7203], [0.0624, -2.1446, 0.2980], [-0.0775, 0.0990, 1.5582], [-2.8754, -3.9280, -1.9801], [-2.2820, -1.6001, -1.0788], [-0.8432, 0.2505, -1.0488], [-0.8579, -0.3683, -2.2730], [1.9416, 1.8470, 3.4554], [3.2618, 2.5921, 1.8215], [2.5877, 5.1463, 4.9967], [3.5966, -0.1996, 1.0623], [-1.6589, -1.3708, -2.2270], [-1.6454, -1.7893, -4.6567], [-0.8004, 1.6973, -1.0878], [-0.0774, 3.9013, -2.5242], [-2.5217, -3.8013, -5.6038], [1.2534, -1.5576, 0.5253], [2.3133, 3.1176, 3.8302], [3.6208, -1.3798, 0.3661], [1.2007, -0.3465, 1.2307], [0.3340, 4.0210, -1.0636], [3.4400, 5.6066, 3.9789], [-1.9702, -2.2352, -3.3740], [-2.5788, -3.4919, -3.2148], [2.3799, 0.3317, 1.5133], [2.5114, 1.6085, 2.2394], [3.1562, 3.5620, 2.8018], [0.0245, -3.3834, -0.4239], [3.7345, 4.8291, 2.8773], [2.4559, -2.0810, 0.0914], [2.0100, 3.8934, 4.9432], [-2.8489, -4.2649, -4.3464], [-1.9162, -2.5579, -5.7702], [-1.1762, -0.8188, -4.7526], [0.4799, -3.2599, -1.4091], [1.2565, 1.2726, 3.9176], [-3.3112, -5.2348, -4.2095], [-1.0256, -3.6232, -0.5440], [2.3774, 5.7919, 5.8391], [0.5138, -4.1743, 0.1438], [-3.2724, -4.8334, -1.9589], [2.4882, -3.0150, -0.4472], [-1.6620, -2.1973, -6.7573], [-0.4809, 4.4151, -0.4531], [4.5016, 0.3507, 1.2698], [-0.6372, 4.7803, -2.8440], [-2.7400, -4.4171, -6.4674], [4.3868, 5.1818, 2.0898], [3.8700, 6.5962, 4.0648], [-0.1634, 0.7544, 2.3252], [0.8005, 3.7828, -3.1579], [1.3444, 3.5402, 5.7192], [1.2076, 4.6611, -0.9406]],
  "forces_ev_per_angstrom": [[0.129, 0.426, 0.192], [-0.109, 0.006, 0.092], [0.007, -0.011, -0.002], [0.187, -0.163, -0.155], [-0.107, 0.085, 0.096], [-0.216, -0.038, -0.059], [-0.050, -0.026, 0.057], [-0.070, -0.060, -0.093], [0.154, -0.007, 0.018], [-0.051, 0.041, 0.069], [0.159, -0.020, -0.004], [0.084, -0.064, 0.034], [-0.027, -0.005, 0.007], [0.028, 0.076, 0.044], [-0.083, 0.025, -0.055], [-0.023, 0.156, -0.077], [0.016, 0.070, -0.101], [0.064, -0.041, -0.090], [-0.412, -0.200, -0.034], [0.137, -0.061, 0.016], [0.037, 0.062, -0.050], [0.067, 0.006, -0.032], [0.007, 0.005, -0.006], [-0.054, 0.032, 0.030], [-0.038, 0.028, -0.036], [0.006, -0.004, 0.032], [-0.064, 0.074, 0.041], [-0.024, 0.000, 0.009], [0.017, 0.032, -0.051], [-0.026, -0.005, -0.051], [0.061, 0.003, 0.003], [-0.040, -0.058, -0.033], [-0.013, 0.015, 0.024], [0.043, 0.013, -0.033], [0.000, 0.011, 0.013], [0.115, -0.079, -0.011], [-0.005, 0.004, 0.107], [0.120, -0.046, -0.026], [-0.114, 0.015, 0.010], [-0.040, 0.005, 0.040], [0.066, -0.080, -0.004], [-0.020, -0.002, -0.007], [0.078, 0.039, 0.023], [-0.009, 0.025, -0.007], [-0.014, -0.030, 0.026], [-0.016, -0.045, 0.003], [0.004, 0.012, 0.003], [0.004, 0.013, 0.004], [0.004, -0.061, 0.022], [0.000, -0.006, 0.006], [-0.005, -0.033, 0.005], [-0.005, 0.002, 0.010], [-0.002, 0.015, 0.004], [-0.004, -0.020, -0.024], [0.001, 0.004, 0.002], [0.000, 0.004, -0.010], [0.005, -0.024, 0.011], [0.002, 0.004, -0.002], [0.006, -0.003, -0.020], [0.000, -0.003, -0.002], [0.011, -0.001, -0.008], [0.004, 0.004, -0.002], [0.040, -0.091, 0.010], [-0.006, -0.025, 0.003], [-0.007, -0.003, 0.012], [-0.012, 0.006, 0.006]],
  "lowdin_charge": [0.921, 0.213, 0.747, -0.057, 0.000, 0.029, 0.102, -0.281, 0.139, 0.160, -0.340, 0.504, 0.918, 0.853, -0.199, -0.261, -0.047, -0.352, -0.344, 0.082, 0.144, 0.173, -0.101, -0.073, -0.389, -0.029, -1.310, -0.530, -0.086, -0.214, -0.196, -0.667, -0.181, -0.523, -0.105, -0.076, -0.253, -0.099, -0.318, -0.225, -0.046, -0.024, -0.035, -0.022, -0.006, -0.098, 0.111, 0.113, 0.060, 0.114, 0.048, 0.096, 0.073, -0.075, 0.108, 0.095, 0.073, 0.111, 0.071, 0.101, 0.106, 0.094, -0.054, 0.068, 0.107, 0.081]
}